[1]
A molecular structure, C39H32IN12O2Tc, computed with ωB97M-V/def2-TZVPD.

```
87
Properties=species:S:1:pos:R:3:forces:R:3
I 2.720 1.985 2.187 0.0 0.0 0.0
Tc -0.106 -0.105 0.732 0.8 -0.9 0.2
O 0.986 1.005 -0.559 -0.3 0.8 -0.2
O 2.841 1.679 -1.579 -1.7 -0.3 -0.1
N -0.415 -2.024 1.504 0.0 0.3 0.1
N -0.116 -3.326 -0.489 -0.2 0.3 0.3
N 4.433 4.255 -0.498 -0.1 0.0 0.0
N 5.137 2.148 -1.021 1.5 0.3 0.3
N 6.673 3.689 -0.263 0.1 0.2 0.1
N -1.636 0.839 -2.340 -0.2 0.1 -0.2
N -0.686 -1.047 -1.071 -1.1 0.6 -0.4
N -1.876 1.192 0.576 0.2 0.3 -0.6
N -2.398 2.060 -0.338 0.1 0.0 0.1
N 1.977 -1.082 0.547 -0.5 0.7 0.1
N -1.370 -1.741 3.713 0.3 -0.2 0.2
N -1.494 -0.017 2.203 0.7 -0.2 0.3
C -1.310 -3.880 -3.327 -0.1 -0.3 -0.3
C -4.089 -0.190 4.688 0.1 -0.1 0.1
C -2.616 3.074 -2.364 0.1 -0.3 0.2
C 0.683 -5.525 1.589 0.0 -0.2 -0.1
C -1.567 -1.476 -3.151 0.1 0.9 0.5
C -4.649 1.754 2.705 -0.1 0.2 -0.1
C -3.275 3.780 -1.361 -0.1 0.0 0.3
C 0.709 1.196 2.301 -0.1 -0.2 -0.1
C 0.824 -6.312 2.725 0.0 0.1 -0.1
C -5.536 1.520 3.757 0.0 0.0 0.0
C -5.262 0.567 4.729 0.0 0.0 0.0
C -0.056 -3.151 0.807 0.2 -0.6 -0.4
C 5.175 -0.182 -1.469 -0.1 -0.2 0.0
C -2.363 0.902 1.731 -0.7 0.6 -0.3
C -3.498 1.003 2.667 0.2 0.1 -0.2
C -2.072 1.858 -1.737 0.2 -0.4 -0.1
C 2.197 0.854 -0.915 -0.4 -0.2 0.1
C -2.215 -1.407 -4.378 -0.1 -0.2 -0.4
C -2.619 3.479 -3.677 0.1 0.0 -0.2
C 6.054 1.022 -1.186 -0.2 0.4 0.1
C -0.104 -3.740 3.016 0.0 0.3 0.3
C 5.420 3.350 -0.590 0.1 -0.2 0.0
C 0.497 -5.816 3.991 0.0 0.0 0.1
C 2.772 -0.510 -0.562 0.1 -0.1 0.1
C -0.610 -2.380 2.820 -0.4 0.0 0.0
C -2.399 -2.593 -5.073 0.0 0.4 0.1
C -1.123 -2.689 -2.634 0.3 0.1 0.8
C 0.233 -4.227 1.763 0.0 0.2 -0.4
C -1.300 -0.461 -2.134 0.4 -0.5 0.2
C -3.211 0.042 3.654 0.1 -0.2 0.1
C -3.118 3.139 -0.029 0.0 0.0 -0.3
C 4.267 -0.508 -0.264 0.1 -0.2 0.0
C -1.952 -3.816 -4.552 0.2 -0.2 0.2
C 0.012 -4.526 4.151 0.0 -0.1 0.2
C -0.586 -2.389 -1.320 0.3 -0.6 -0.5
C -3.973 4.928 -1.671 -0.2 0.3 0.0
C -3.326 4.643 -3.986 0.1 -0.1 0.0
C -3.996 5.355 -2.999 -0.1 0.0 0.1
C -1.935 -0.630 3.266 -0.2 -0.3 0.2
H 0.106 2.101 2.377 0.0 0.0 0.0
H 0.912 -5.906 0.601 0.0 0.0 0.1
H 7.422 3.024 -0.342 0.0 0.0 0.0
H 3.479 3.939 -0.620 0.1 0.0 0.0
H 4.578 5.136 -0.040 0.0 0.0 0.0
H 4.573 0.043 -2.352 0.1 -0.1 0.0
H 1.881 -2.080 0.432 0.0 -0.3 0.0
H -0.965 -4.824 -2.919 -0.1 0.1 0.0
H 2.434 -0.909 1.436 0.1 0.1 0.1
H -5.972 0.405 5.531 0.1 0.0 0.0
H 0.717 0.722 3.281 0.0 0.0 0.0
H 1.185 -7.330 2.631 0.0 0.1 0.0
H 4.523 -1.495 0.123 0.0 0.0 0.0
H -0.263 -4.139 5.126 0.0 -0.1 -0.1
H -2.122 -4.727 -5.113 0.0 0.1 0.0
H -2.908 -2.580 -6.031 0.1 0.0 0.1
H 0.617 -6.454 4.859 0.0 0.0 -0.1
H -4.542 6.252 -3.267 0.0 -0.1 0.0
H -6.456 2.089 3.814 0.0 0.0 0.0
H 6.633 0.863 -0.273 0.0 0.0 0.1
H 6.888 4.603 0.088 0.0 0.0 0.0
H 4.149 1.951 -1.279 -0.1 -0.1 -0.1
H 5.808 -1.032 -1.723 0.0 0.0 0.0
H -4.497 5.478 -0.895 0.1 0.0 -0.1
H -3.867 -0.939 5.441 -0.1 0.1 -0.1
H -2.559 -0.455 -4.768 0.0 -0.1 0.0
H 4.436 0.204 0.548 0.1 -0.1 0.0
H -3.357 4.995 -5.011 0.0 0.0 0.1
H 6.748 1.195 -2.009 0.0 0.1 -0.1
H 2.582 -1.127 -1.446 -0.1 -0.1 0.0
H -2.080 2.920 -4.436 -0.1 0.0 0.1
H -4.838 2.508 1.950 0.0 -0.1 0.1
```
Positions in Å, forces in eV/Å.

Properties
Net charge = +1
2S+1 = 2
ΔE to the lowest compared entry with this formula, charge and spin = 0.0 kJ/mol
Orbital gap (alpha / beta) = 4.63 / 4.37 eV
<S²> = 0.78

[2]
A molecular structure, C39H32IrN3O5PSSe, computed with ωB97M-V/def2-TZVPD.

```
83
Properties=species:S:1:pos:R:3:forces:R:3
Ir -0.499 1.042 1.588 0.0 0.0 0.1
Se 4.178 1.342 -0.895 -0.1 0.0 0.0
S 0.531 2.354 -1.444 0.1 0.0 -0.1
P -0.779 -0.735 -0.156 0.0 0.0 0.0
O -0.177 3.605 -1.489 0.0 0.0 0.0
O 1.761 2.284 -2.215 -0.1 0.0 0.0
O 1.454 0.343 1.899 -0.1 0.1 0.0
O -2.202 1.589 0.323 0.0 0.0 0.0
O 0.776 1.871 -0.067 0.0 -0.2 0.0
N -0.579 0.247 3.729 0.0 -0.1 0.0
N -1.589 2.581 2.790 0.0 0.0 -0.1
N 5.483 -0.286 -5.098 0.0 0.0 -0.1
C 2.840 -3.533 -0.578 0.0 0.0 0.0
C 1.940 -0.675 2.551 0.0 -0.1 0.0
C 1.895 -2.373 4.303 0.0 0.0 0.0
C -0.539 1.177 -2.287 0.0 0.0 0.0
C -4.465 -3.395 0.618 0.0 0.0 0.0
C -3.384 -3.923 -0.077 0.0 0.0 0.0
C 6.369 0.088 -4.181 0.0 0.0 0.0
C -2.239 3.606 2.358 -0.1 0.0 0.0
C -1.394 2.427 4.226 0.0 0.0 0.0
C 1.298 -1.272 3.662 0.0 0.0 0.0
C -0.840 1.616 -3.576 0.0 0.0 0.0
C 1.636 -1.565 -1.245 0.0 0.0 0.0
C -2.214 -1.822 0.133 0.0 0.0 0.0
C -2.115 -0.363 -3.991 0.0 0.0 0.0
C -2.713 3.811 1.028 0.0 0.0 0.1
C 3.737 -2.278 2.783 0.0 0.0 0.0
C -2.266 -3.141 -0.319 0.0 0.0 0.0
C -2.723 2.760 0.082 0.0 -0.1 0.0
C 6.030 0.612 -2.943 -0.1 0.0 0.0
C -1.622 0.858 -4.425 0.0 0.0 0.0
C 3.188 -1.197 2.144 -0.1 0.0 0.0
C -3.303 -1.301 0.828 0.0 0.0 0.0
C 0.758 -2.984 0.489 0.0 0.0 0.0
C -3.295 5.052 0.703 0.0 0.0 0.0
C 3.742 0.345 -3.568 0.1 0.0 0.0
C -3.867 5.267 -0.523 0.0 0.0 0.0
C 1.851 -3.822 0.354 0.0 0.0 0.0
C -3.898 4.212 -1.452 0.0 0.0 0.0
C 4.197 -0.140 -4.783 0.0 0.0 0.0
C 3.089 -2.890 3.867 0.0 0.0 0.0
C 2.740 -2.397 -1.365 0.0 0.0 0.0
C -4.423 -2.084 1.067 0.0 0.0 0.0
C 4.681 0.731 -2.613 0.0 0.0 0.0
C -1.566 0.945 4.534 0.0 0.0 0.0
C 0.132 -0.679 4.256 0.0 0.0 0.0
C -3.356 2.989 -1.160 0.0 0.0 0.0
C 0.629 -1.863 -0.332 0.0 0.0 0.0
C -1.037 -0.048 -1.836 0.0 0.0 0.0
C -1.825 -0.802 -2.713 0.0 0.0 0.0
H 0.000 -3.207 1.230 0.0 0.0 0.0
H -3.279 -0.271 1.161 0.0 0.0 0.0
H -5.266 -1.665 1.602 0.0 0.0 0.0
H -0.452 2.574 -3.894 0.0 0.0 0.0
H 7.413 -0.027 -4.451 0.0 0.0 0.0
H 3.485 -0.435 -5.547 0.0 0.0 0.0
H 4.688 -2.668 2.439 0.0 0.0 0.0
H 3.519 -2.148 -2.076 0.0 0.0 0.0
H -0.114 -1.014 5.269 0.0 0.0 0.0
H -1.429 0.742 5.600 0.0 0.0 0.0
H 1.395 -2.808 5.162 0.0 0.0 0.0
H 3.664 -0.726 1.293 0.0 0.0 0.0
H -2.237 -1.746 -2.386 0.0 0.0 0.0
H -3.367 2.176 -1.876 0.0 0.0 0.0
H 6.802 0.924 -2.252 0.0 0.0 0.0
H 1.940 -4.694 0.989 0.0 0.0 0.0
H -2.507 4.383 3.082 0.0 0.0 0.0
H 1.565 -0.675 -1.859 0.0 0.0 0.0
H -1.430 -3.562 -0.862 0.0 0.0 0.0
H -2.731 -0.971 -4.641 0.0 0.0 0.0
H -2.114 3.027 4.788 0.0 0.0 0.0
H -3.411 -4.944 -0.433 0.0 0.0 0.0
H 2.685 0.458 -3.382 0.0 0.0 0.0
H -4.295 6.227 -0.772 0.0 0.0 0.0
H 3.695 -4.190 -0.682 0.0 0.0 0.0
H -0.382 2.737 4.503 0.0 0.0 0.0
H -1.847 1.220 -5.420 0.0 0.0 0.0
H -4.358 4.371 -2.420 0.0 0.0 0.0
H -5.338 -4.007 0.806 0.0 0.0 0.0
H 3.534 -3.740 4.366 0.0 0.0 0.0
H -2.572 0.632 4.239 0.0 0.0 0.0
H -3.280 5.844 1.444 0.0 0.0 0.0
```
Positions in Å, forces in eV/Å.

Properties
Net charge = 0
2S+1 = 6
ΔE to the lowest compared entry with this formula, charge and spin = 0.0 kJ/mol
Orbital gap (alpha / beta) = 7.18 / 6.02 eV
<S²> = 8.77

[3]
A molecular structure, C39H32IrNPS, computed with ωB97M-V/def2-TZVPD.

```
75
Properties=species:S:1:pos:R:3:forces:R:3
Ir 0.128 0.501 1.180 0.1 -0.1 0.0
S -3.200 -2.258 -0.255 0.1 -0.1 0.0
P 1.459 0.504 -0.555 -0.5 -0.1 -0.3
N -1.615 -0.365 0.386 -0.1 0.1 0.1
C 2.966 -0.474 -0.575 0.0 0.0 0.1
C -1.159 0.677 -3.654 0.0 0.0 0.0
C -1.415 -0.662 -3.907 0.0 0.0 0.0
C -0.737 -1.648 -3.198 0.0 0.0 0.0
C -4.041 3.575 -1.565 0.0 0.0 0.0
C -0.656 -2.352 1.095 0.2 -0.1 0.0
C 2.436 4.557 2.278 0.0 -0.1 0.1
C 3.793 -0.431 0.547 0.0 0.0 0.0
C -4.854 1.175 -1.636 0.0 0.0 0.0
C -2.666 0.262 -0.260 -0.1 -0.1 -0.2
C -4.761 -0.177 -1.383 0.0 0.1 0.0
C 2.488 4.035 0.964 0.0 0.1 0.0
C -0.228 1.036 -2.690 0.0 0.0 0.0
C -2.846 4.412 -1.108 0.0 0.0 0.0
C -2.773 1.624 -0.528 0.0 0.1 0.0
C 5.448 -1.710 -0.633 0.0 0.0 0.0
C -4.187 3.731 -3.085 0.0 0.0 0.0
C 1.441 -1.999 2.215 0.0 -0.1 0.1
C 1.374 2.528 3.058 0.1 0.0 0.1
C 3.034 4.225 -1.395 0.0 0.0 0.0
C 4.634 -1.738 -1.755 0.0 0.0 0.0
C -3.644 -0.633 -0.691 0.1 0.0 0.0
C 0.551 -4.233 1.962 0.0 0.0 0.0
C 1.890 3.821 3.296 0.1 0.0 -0.1
C -0.551 -3.722 1.297 -0.1 0.0 0.0
C 1.976 2.741 0.735 0.0 0.1 -0.2
C 0.359 -1.475 1.529 0.1 0.3 0.0
C 3.394 -1.116 -1.735 0.0 0.0 0.0
C 1.534 -3.373 2.431 0.0 0.1 0.0
C 0.196 -1.297 -2.237 -0.1 0.0 0.0
C 2.540 2.922 -1.630 0.0 0.1 -0.1
C -5.303 4.104 -0.869 0.0 0.0 0.0
C 1.408 1.967 1.801 -0.2 -0.4 -0.1
C 3.013 4.761 -0.137 0.0 0.0 0.0
C -3.869 2.096 -1.226 0.0 0.0 0.0
C -1.751 -1.666 0.440 0.0 0.2 0.2
C 0.454 0.050 -1.982 0.2 0.2 -0.1
C 2.009 2.212 -0.592 0.1 0.0 0.4
C 5.030 -1.050 0.517 0.0 0.0 0.0
H -6.194 3.559 -1.180 0.0 0.0 0.0
H 2.828 5.548 2.468 0.0 0.0 0.0
H -5.531 -0.857 -1.721 0.0 0.0 0.0
H 2.586 2.502 -2.629 0.0 0.0 0.0
H 0.957 1.974 3.892 0.0 0.0 0.0
H 2.218 -1.345 2.588 0.0 0.0 0.0
H 0.708 -2.068 -1.673 0.0 0.0 0.0
H 5.672 -1.015 1.387 0.0 0.0 0.0
H -1.335 -4.383 0.944 0.0 0.0 0.0
H -5.720 1.536 -2.174 0.0 0.0 0.0
H -5.091 3.251 -3.460 0.0 0.0 0.0
H -3.331 3.297 -3.605 0.0 0.0 0.0
H -0.938 -2.693 -3.394 0.0 0.0 0.0
H 4.964 -2.242 -2.654 0.0 0.0 0.0
H -2.142 -0.941 -4.658 0.0 0.0 0.0
H -0.043 2.083 -2.479 0.0 0.0 0.0
H 2.386 -3.771 2.967 0.0 0.0 0.0
H 1.847 4.234 4.296 0.0 0.0 0.0
H -5.214 4.017 0.216 0.0 0.0 0.0
H -1.687 1.445 -4.205 0.0 0.0 0.0
H -2.708 4.370 -0.026 0.0 0.0 0.0
H 0.641 -5.298 2.123 0.0 0.0 0.0
H 3.401 5.759 0.031 0.0 0.0 0.0
H 6.414 -2.195 -0.655 0.0 0.0 0.0
H -5.452 5.157 -1.116 0.0 0.0 0.0
H 3.468 0.101 1.434 0.0 0.0 0.0
H -3.014 5.455 -1.376 0.0 0.0 0.0
H -1.986 2.291 -0.200 0.0 0.0 0.0
H -4.243 4.789 -3.345 0.0 0.0 0.0
H -1.919 4.091 -1.591 0.0 0.0 0.0
H 2.772 -1.131 -2.619 0.0 0.0 0.0
H 3.441 4.794 -2.220 0.0 0.0 0.0
```
Positions in Å, forces in eV/Å.

Properties
Net charge = +1
Orbital gap = 7.14 eV

no.,electronic energy (a.u.),largest force on an atom (eV/A)
1,-2691.24035,1.739
2,-5291.02413,0.189
3,-2403.85179,0.532